(1)
Formula: C11H25N2
Source: the OMol25 dataset
Level of theory: the ωB97M-V functional and the def2-TZVPD basis

```
38
Properties=species:S:1:pos:R:3:forces:R:3:nbo_charge:R:1
C 2.9511 0.9316 0.2620 -0.04 1.31 0.54 -0.417
N 1.5583 0.7062 0.5563 -0.56 -0.96 -1.01 -0.394
C 0.7641 1.9676 0.2933 -0.37 -0.32 1.50 -0.223
C -0.6893 1.8632 0.6117 -0.87 -1.12 -4.45 -0.408
C -1.4081 0.6227 -0.1690 0.28 0.88 2.11 -0.035
C -1.5136 0.8039 -1.6932 1.57 1.82 0.69 -0.631
C -2.8676 0.5940 0.4407 0.26 -0.98 1.83 -0.621
C -0.6661 -0.6970 0.2004 0.63 -0.06 -0.08 0.064
C -1.2566 -1.8374 -0.6050 3.27 -0.99 -0.38 -0.665
C -0.9082 -1.0841 1.6847 0.64 0.07 -0.68 -0.672
C 1.1296 -0.6687 -0.2281 -4.85 1.29 0.03 0.387
C 1.9672 -1.7903 0.2810 0.42 -0.67 0.93 -0.706
N 1.3982 -0.5613 -1.5823 2.57 -0.42 0.89 -0.882
H 3.1099 1.9674 0.4838 1.00 0.29 0.66 0.230
H 3.5088 0.1909 0.7547 1.19 -0.06 1.06 0.218
H 3.1585 0.8310 -0.7558 -0.10 -0.20 -1.83 0.231
H 1.4959 0.3180 1.4750 -0.38 0.59 1.21 0.419
H 0.8371 2.1184 -0.7210 0.58 0.27 -2.57 0.216
H 1.1765 2.8800 0.7708 0.36 -0.96 0.12 0.238
H -0.8052 1.7445 1.6195 -0.87 0.08 2.62 0.208
H -1.1964 2.7349 0.1353 0.38 -0.22 1.08 0.243
H -1.0878 1.8068 -2.0492 -0.67 -1.45 0.34 0.220
H -2.5047 0.6793 -2.0173 -1.48 0.35 -0.37 0.235
H -1.0330 -0.0120 -2.1656 0.78 -0.26 -0.77 0.194
H -2.9057 0.9032 1.5834 0.17 -0.57 -2.37 0.220
H -3.3155 -0.4658 0.4049 0.45 1.76 -0.23 0.220
H -3.4714 1.2979 -0.1249 -0.23 -0.07 0.10 0.227
H -0.8632 -1.7138 -1.6106 0.26 -0.66 -0.17 0.205
H -2.2842 -1.9769 -0.8150 -1.26 0.14 0.84 0.247
H -0.7497 -2.7196 -0.1303 -1.01 0.12 -0.95 0.213
H -0.5804 -0.3163 2.4249 -0.18 -0.94 -0.28 0.208
H -0.5736 -2.1233 1.8291 0.73 0.63 0.49 0.227
H -1.9719 -1.2645 1.7545 -0.35 0.52 0.32 0.247
H 3.0193 -1.4196 0.2484 -0.62 -1.21 -0.39 0.224
H 1.7511 -2.6991 -0.3418 0.56 0.96 0.53 0.270
H 1.7861 -2.0809 1.3180 -0.13 0.18 0.05 0.243
H 0.7855 -0.4424 -2.3284 -1.23 0.34 -0.83 0.413
H 2.2551 -1.0883 -1.7949 -0.89 0.51 -0.54 0.387
```
Positions in Å, forces in eV/Å.

**Multiplicity**: 1
**Orbital gap**: 11.06 eV
**Energy above the lowest of the compared OMol25 structures with the same formula, charge and spin**: 47.3 kcal/mol
**E_LUMO**: -2.384 eV
**E**: -14784.4338 eV
**Highest occupied orbital energy**: -13.44 eV
**Total charge**: +1

---

(2)
Formula: C35H26IN3O2PSbSe4Tl
Source: the OMol25 dataset
Level of theory: the ωB97M-V functional and the def2-TZVPD basis

```
74
Properties=species:S:1:pos:R:3:forces:R:3:nbo_charge:R:1
Tl 0.4896 1.4681 1.9950 -0.07 0.09 0.06 0.697
O 2.7376 -4.0565 1.1577 0.06 -0.06 -0.11 -0.709
C 3.5659 -3.2852 0.4333 -0.07 -0.04 0.02 0.354
C 4.5550 -3.9216 -0.3184 0.02 0.00 -0.02 -0.300
C 5.4251 -3.1852 -1.0998 -0.01 -0.01 0.01 -0.173
C 5.3280 -1.7981 -1.1512 0.00 0.01 0.00 -0.283
C 4.3478 -1.1664 -0.4079 0.02 -0.01 0.02 -0.150
C 3.4604 -1.8830 0.3922 -0.01 0.02 0.01 -0.177
C 2.4401 -1.1173 1.1700 0.00 -0.02 -0.06 0.631
O 2.3888 0.1261 1.0510 0.07 -0.02 -0.03 -0.773
N 1.6524 -1.8740 1.9555 -0.09 0.04 0.03 -0.526
N 0.7829 -1.1378 2.6822 0.08 -0.05 -0.05 -0.246
C 0.0032 -1.7605 3.4762 -0.02 0.04 0.04 -0.004
C -0.9343 -1.0086 4.3238 -0.03 0.04 0.02 0.149
C -1.9125 -1.6806 5.0545 0.04 0.00 0.00 -0.247
C -2.7848 -0.9470 5.8406 0.00 0.00 0.00 -0.165
C -2.6571 0.4315 5.8792 -0.01 0.00 0.01 -0.268
C -1.6560 1.0202 5.1165 -0.01 -0.01 -0.01 0.062
N -0.8185 0.3249 4.3591 0.02 -0.01 0.00 -0.444
H 2.1117 -3.4254 1.6186 0.02 0.03 0.09 0.503
H 4.6138 -5.0017 -0.2703 0.00 0.00 0.00 0.214
H 6.1865 -3.6978 -1.6764 0.00 0.00 0.01 0.200
H 6.0093 -1.2204 -1.7620 0.00 0.00 0.00 0.207
H 4.2427 -0.0892 -0.4200 0.01 0.00 -0.01 0.234
H 0.0207 -2.8487 3.5516 0.00 -0.01 0.00 0.176
H -1.9826 -2.7592 4.9939 0.00 0.00 0.01 0.216
H -3.5554 -1.4467 6.4142 0.00 0.00 0.00 0.212
H -3.3123 1.0453 6.4817 0.00 0.00 0.00 0.219
H -1.5178 2.0981 5.1132 0.00 -0.01 0.00 0.217
Se 3.2092 5.8334 1.4579 0.00 0.00 -0.06 -0.777
Sb 2.9849 5.7784 3.8254 0.03 0.00 -0.02 0.729
Se -0.2349 4.4909 3.6439 0.08 0.02 0.03 -0.052
Se 1.7548 3.4398 4.3666 -0.08 -0.09 0.06 -0.400
Se 0.4971 6.6210 4.3214 -0.07 0.04 0.03 -0.379
I -2.6816 -0.9726 1.3008 0.02 0.05 -0.08 0.214
C -3.8554 -0.2208 -0.2763 -0.08 0.00 0.01 -0.124
C -5.1783 -0.1247 0.0665 0.01 0.01 0.04 -0.233
C -6.1724 0.1764 -0.8811 0.00 0.00 -0.03 -0.216
C -5.8185 0.3142 -2.1854 0.01 0.00 0.03 -0.206
C -4.4609 0.2280 -2.5787 -0.02 0.00 -0.01 0.023
C -4.1608 0.3336 -3.9576 0.00 0.01 -0.01 -0.188
C -2.8774 0.2612 -4.4011 0.01 0.00 0.02 -0.220
C -1.8406 0.1652 -3.4582 0.00 -0.04 0.00 -0.182
C -2.0656 0.0904 -2.1050 -0.04 0.00 -0.03 -0.284
P -0.5696 0.3151 -1.0373 0.03 -0.08 0.08 0.816
C 0.5532 -0.9220 -1.7823 0.01 0.03 -0.08 -0.248
C 0.3916 -2.2357 -1.3423 0.02 -0.04 0.02 -0.230
C 1.1835 -3.2535 -1.8507 -0.02 0.01 0.02 -0.207
C 2.1620 -2.9663 -2.7914 0.02 0.02 -0.01 -0.208
C 2.3424 -1.6600 -3.2211 0.00 -0.03 -0.02 -0.198
C 1.5406 -0.6423 -2.7239 -0.06 0.02 0.04 -0.253
C 0.0571 1.9250 -1.6253 0.10 -0.01 0.04 -0.269
C -0.7286 2.8896 -2.2455 -0.05 0.04 -0.03 -0.255
C -0.2410 4.1790 -2.4331 -0.02 -0.01 -0.01 -0.200
C 1.0289 4.5197 -1.9991 0.02 -0.01 0.01 -0.205
C 1.8261 3.5615 -1.3838 -0.03 0.04 -0.01 -0.189
C 1.3441 2.2778 -1.1955 -0.01 -0.01 -0.01 -0.261
C -3.4179 0.0311 -1.6201 0.05 -0.01 -0.03 -0.121
H -5.4723 -0.3184 1.0889 0.00 0.00 0.00 0.222
H -7.2054 0.2505 -0.5677 0.00 0.01 0.00 0.214
H -6.5629 0.4920 -2.9522 0.00 0.00 0.01 0.207
H -4.9851 0.4649 -4.6488 0.01 0.00 -0.01 0.205
H -2.6451 0.3231 -5.4563 0.00 0.00 0.00 0.215
H -0.8175 0.1962 -3.8126 0.01 0.00 0.01 0.226
H -0.3474 -2.4579 -0.5798 0.00 0.00 -0.01 0.222
H 1.0624 -4.2640 -1.4813 0.00 0.00 0.00 0.218
H 2.8041 -3.7541 -3.1635 0.00 0.00 0.00 0.212
H 3.1203 -1.4278 -3.9382 0.00 0.00 0.01 0.210
H 1.6943 0.3767 -3.0576 0.00 0.00 0.00 0.223
H -1.7342 2.6495 -2.5701 0.03 0.02 0.01 0.212
H -0.8714 4.9230 -2.9049 0.00 0.00 0.01 0.205
H 1.3932 5.5329 -2.1074 0.00 0.00 -0.01 0.218
H 2.8036 3.8312 -1.0070 0.01 -0.01 0.00 0.236
H 1.9610 1.5453 -0.6830 0.00 0.01 -0.03 0.253
```
Positions in Å, forces in eV/Å.

**Multiplicity**: 1
**Orbital gap**: 6.13 eV
**E_LUMO**: 1.741 eV
**E**: -335292.9920 eV
**Highest occupied orbital energy**: -4.39 eV
**Total charge**: -1

---

(3)
Formula: CH3N2O2
Source: the OMol25 dataset
Level of theory: the ωB97M-V functional and the def2-TZVPD basis

```
8
Properties=species:S:1:pos:R:3:forces:R:3:nbo_charge:R:1
C -0.2315 0.7696 -0.3915 4.20 3.55 1.45 0.553
N -2.4983 0.6937 -4.1296 -3.25 -2.08 4.11 0.737
N -0.3136 -0.0511 0.6229 -3.93 -3.10 -0.99 -0.779
O -3.1634 0.2749 -3.3598 3.65 2.15 -3.77 0.166
O -0.6991 0.7163 -1.4764 -2.81 -0.90 -3.11 -0.627
H 0.5098 1.7033 -0.2476 -1.23 -1.87 0.42 0.131
H 0.3359 -0.1204 1.3130 2.19 0.51 2.26 0.413
H -0.9554 -0.9023 0.6043 1.19 1.73 -0.37 0.407
```
Positions in Å, forces in eV/Å.

**Multiplicity**: 1
**Orbital gap (spin up / spin down)**: 5.28 / 4.32 eV
**Energy above the lowest of the compared OMol25 structures with the same formula, charge and spin**: 35.9 kcal/mol
**E_LUMO (spin up / spin down)**: -8.985 / -9.412 eV
**E**: -8149.5779 eV
**Highest occupied orbital energy (spin up / spin down)**: -14.26 / -13.73 eV
**Total charge**: +1

---

(4)
Formula: C20H19N2O7RhS
Source: the OMol25 dataset
Level of theory: the ωB97M-V functional and the def2-TZVPD basis

```
50
Properties=species:S:1:pos:R:3:forces:R:3:nbo_charge:R:1
Rh 1.2343 0.1667 0.1418 1.23 2.71 -1.78 1.361
O 2.8969 -0.8652 -3.3377 -0.04 -0.52 0.23 -0.563
C 2.0128 -0.3941 -2.6702 -0.17 0.73 -0.26 0.786
O 1.4714 -0.9205 -1.5963 -0.01 -1.09 1.62 -0.732
C 1.3671 0.9160 -3.1131 -0.04 -0.50 0.00 -0.371
C -0.0489 1.0173 -2.5657 -0.20 0.27 -0.57 0.100
C -0.7845 2.2051 -3.1919 0.04 0.06 0.26 -0.418
C -0.0742 3.4142 -2.5132 -0.10 -0.20 0.11 -0.429
C 0.9306 2.7054 -1.6010 -0.03 0.33 -0.52 0.093
O 0.1803 1.5159 -1.2198 0.13 -0.47 1.27 -0.500
C 2.0624 2.1278 -2.4514 0.27 0.18 0.19 -0.356
C 3.2430 1.7252 -1.5812 -0.36 0.16 -0.38 0.789
O 4.3629 1.9707 -1.9582 0.21 -0.04 0.46 -0.583
O 2.9156 1.2024 -0.4281 0.05 -1.03 0.33 -0.720
H 1.4211 0.9159 -4.1992 -0.08 0.25 -0.01 0.252
H -0.5996 0.0849 -2.5279 0.00 -0.01 0.10 0.232
H -1.8396 2.1678 -2.9256 -0.01 0.06 -0.05 0.220
H -0.6946 2.2060 -4.2762 0.01 -0.02 0.00 0.223
H -0.7714 4.0118 -1.9278 -0.03 0.00 -0.05 0.220
H 0.4362 4.0628 -3.2219 -0.01 0.02 0.01 0.225
H 1.2418 3.2464 -0.7154 -0.04 -0.07 0.03 0.221
H 2.4778 2.8383 -3.1617 -0.29 0.05 -0.14 0.250
C -3.7689 -5.0384 -0.0794 0.05 0.03 0.02 -0.633
C -2.6184 -4.2593 0.4961 -0.03 0.02 -0.03 0.018
C -2.4173 -4.1918 1.8705 -0.01 -0.02 -0.02 -0.210
C -1.3919 -3.4269 2.4039 0.09 0.01 0.07 -0.192
C -0.5560 -2.7341 1.5452 0.10 -0.04 -0.16 -0.285
C -0.7256 -2.7912 0.1640 0.16 -0.08 0.05 -0.194
C -1.7535 -3.5590 -0.3473 -0.06 -0.03 0.06 -0.203
S 0.6115 -1.6141 2.2282 -0.62 0.53 -0.02 2.300
O 1.8626 -1.6140 1.4372 0.16 0.69 -0.54 -0.893
O 0.7171 -1.8053 3.6396 0.13 -0.15 0.07 -0.911
N -0.0580 -0.2143 1.7925 -1.02 -0.70 -0.28 -0.918
C 0.2192 0.9638 2.4772 0.02 -0.14 0.00 0.368
C -0.0701 1.2511 3.8064 -0.07 -0.02 0.02 -0.260
C 0.2225 2.5232 4.2527 0.01 -0.02 -0.03 -0.126
C 0.7955 3.4550 3.3864 -0.08 0.00 0.03 -0.278
C 1.0870 3.0666 2.0978 0.07 0.06 -0.13 0.081
N 0.8000 1.8402 1.6579 0.45 -0.88 0.05 -0.480
H -4.1458 -5.7742 0.6294 0.01 -0.01 -0.01 0.220
H -3.4755 -5.5511 -0.9953 -0.01 -0.02 0.01 0.224
H -4.5896 -4.3625 -0.3293 -0.01 -0.02 0.00 0.227
H -3.0761 -4.7385 2.5340 0.01 0.00 0.00 0.216
H -1.2368 -3.3578 3.4724 -0.02 -0.02 -0.01 0.243
H -0.0523 -2.2586 -0.4975 0.01 -0.06 -0.03 0.255
H -1.8948 -3.6195 -1.4197 0.03 0.01 0.00 0.218
H -0.5016 0.4877 4.4362 -0.02 0.04 0.03 0.247
H 0.0019 2.7982 5.2759 0.02 0.00 0.00 0.227
H 1.0163 4.4609 3.7113 0.02 -0.01 0.00 0.232
H 1.5569 3.7430 1.3956 0.08 -0.04 0.02 0.208
```
Positions in Å, forces in eV/Å.

**Multiplicity**: 1
**Orbital gap (spin up / spin down)**: 7.54 / 7.55 eV
**Energy above the lowest of the compared OMol25 structures with the same formula, charge and spin**: 0.0 kcal/mol
**E_LUMO (spin up / spin down)**: -1.612 / -1.610 eV
**E**: -52202.6710 eV
**Highest occupied orbital energy (spin up / spin down)**: -9.16 / -9.16 eV

---

(5)
Formula: C2H4N2O2
Source: the OMol25 dataset
Level of theory: the ωB97M-V functional and the def2-TZVPD basis

```
10
Properties=species:S:1:pos:R:3:forces:R:3:nbo_charge:R:1
H 2.0916 -0.4699 -1.1495 -0.20 -0.02 -0.29 0.356
N 1.9346 -0.2027 -0.1921 -0.22 -0.12 -0.25 -0.785
C 0.7335 -0.0348 0.1840 0.29 -0.08 -0.28 0.699
O 0.5883 0.2906 1.4762 0.19 0.00 0.00 -0.673
N -0.4506 -0.1387 -0.5308 0.05 -0.02 -0.06 -0.653
C -1.7444 0.0872 -0.0793 -0.03 -0.07 -0.06 0.539
O -2.7046 -0.0598 -0.7965 0.42 0.09 0.30 -0.557
H 1.5486 0.2656 1.6859 -0.54 0.24 0.71 0.513
H -0.3830 -0.4158 -1.5001 0.04 0.02 0.06 0.417
H -1.7935 0.4031 0.9730 0.00 -0.04 -0.11 0.144
```
Positions in Å, forces in eV/Å.

**Multiplicity**: 1
**Orbital gap**: 10.89 eV
**Energy above the lowest of the compared OMol25 structures with the same formula, charge and spin**: 23.3 kcal/mol
**E_LUMO**: 0.665 eV
**E**: -9214.2121 eV
**Highest occupied orbital energy**: -10.22 eV

---

(6)
Formula: AuFHMgNO3S2
Source: the OMol25 dataset
Level of theory: the ωB97M-V functional and the def2-TZVPD basis

```
10
Properties=species:S:1:pos:R:3:forces:R:3:lowdin_spin:R:1
Au 1.7909 -1.5018 -0.9409 3.08 0.28 -3.34 1.329
N -0.8294 -0.3964 -0.0319 0.09 0.33 -2.82 0.172
S -0.1652 -0.4070 -1.6613 -1.32 0.26 2.04 1.125
S -0.3840 -1.4901 0.9651 -1.27 -2.31 4.49 0.085
O -0.7122 -0.9208 2.3241 0.69 -0.83 -3.40 0.029
O 0.9523 -2.0803 0.7417 -2.44 -0.11 2.65 0.225
F -1.3270 -2.8032 0.8584 1.27 2.32 -0.21 0.021
Mg -1.2787 1.0239 1.4495 0.22 1.40 1.13 0.013
O -0.9166 2.7600 2.0003 -0.31 -1.42 -0.61 0.001
H -0.1614 3.0261 2.5250 -0.02 0.10 0.06 0.000
```
Positions in Å, forces in eV/Å.

**Multiplicity**: 4
**Orbital gap (spin up / spin down)**: 6.94 / 5.19 eV
**Energy above the lowest of the compared OMol25 structures with the same formula, charge and spin**: 0.0 kcal/mol
**E_LUMO (spin up / spin down)**: -5.194 / -8.604 eV
**E**: -41162.5042 eV
**Highest occupied orbital energy (spin up / spin down)**: -12.14 / -13.80 eV
**Total charge**: +1

---

Question: Which of these has the highest E?
Answer: CH3N2O2